Entry 1:
{"formula": "C7H13NO2", "method": "ωB97M-V/def2-TZVPD", "symbols": ["C", "C", "C", "C", "C", "C", "C", "N", "H", "H", "H", "H", "H", "H", "H", "H", "H", "H", "H", "O", "O", "H", "H"], "coordinates": [[2.49726, 0.56497, -0.54881], [1.64916, 0.00908, 0.62087], [0.46083, -0.68081, 0.06503], [0.95341, -2.08974, -0.36752], [-0.79279, -0.21068, 0.11779], [-1.16910, 1.14246, 0.42428], [-1.97814, -0.93018, -0.28990], [-3.00989, -1.48237, -0.37858], [2.84578, -0.32529, -1.02213], [3.41317, 1.07373, -0.06923], [1.81019, 1.18389, -1.26446], [2.35996, -0.51047, 1.25253], [1.31199, 0.72762, 1.33555], [2.00243, -2.12479, -0.21563], [0.59295, -2.30076, -1.33646], [0.31350, -2.81280, 0.16802], [-0.22347, 1.72864, 0.36534], [-1.88764, 1.53404, -0.30994], [-1.69545, 1.36697, 1.38198], [-5.19304, 0.18396, 0.19194], [-4.45107, 1.01289, -0.72580], [-4.68826, -0.53706, 0.12106], [-4.98142, 1.73671, -0.85651]], "forces_ev_per_angstrom": [[-0.52, 1.59, 0.98], [0.03, 1.99, -0.09], [1.00, -2.60, 0.70], [-3.36, 1.01, 0.88], [-0.09, -1.70, -1.04], [0.22, 3.39, 0.76], [-1.81, -2.27, 0.28], [2.51, 1.19, -0.10], [0.42, -0.32, -0.97], [-1.48, -0.25, -1.27], [1.77, -0.84, 1.27], [-0.32, -1.28, -0.12], [-0.14, 1.28, 0.12], [0.63, -0.70, -0.04], [0.35, -0.10, -1.66], [0.92, -0.03, 0.49], [-0.97, 0.17, 0.23], [0.39, -0.11, -0.05], [0.60, -0.61, -0.34], [-3.31, 5.24, 0.23], [2.42, -2.76, 0.41], [3.22, -4.90, -0.45], [-2.48, 2.61, -0.22]], "nbo_charge": [-0.599, -0.460, 0.135, -0.656, -0.180, -0.633, 0.328, -0.389, 0.202, 0.220, 0.217, 0.222, 0.210, 0.218, 0.231, 0.242, 0.216, 0.247, 0.234, -0.448, -0.479, 0.468, 0.456], "total_energy_ha": -479.5773, "smiles": "CC/C(C)=C(\\C)C#N.OO", "relative_energy_kcal_mol": 137.6, "gap_ev": 9.94, "homo_ev": -9.38}

Entry 2:
{"formula": "C7H13NO2S", "method": "ωB97M-V/def2-TZVPD", "symbols": ["C", "C", "C", "C", "C", "C", "C", "N", "O", "O", "S", "H", "H", "H", "H", "H", "H", "H", "H", "H", "H", "H", "H", "H"], "coordinates": [[0.71933, 1.57407, -2.95730], [0.74007, 2.82504, -2.16380], [1.23580, 0.92392, -1.71148], [0.36543, 0.31432, 1.53575], [-1.85305, -0.86802, 1.37371], [0.19028, -1.94244, 0.39726], [-0.47398, -0.60915, 0.69667], [0.30100, 1.34781, -4.11946], [-1.57503, -0.82596, -1.64002], [1.45494, 2.14313, -1.10873], [-1.03278, 0.21909, -0.77854], [1.26416, 3.60656, -2.59780], [-0.27148, 3.26052, -1.73291], [2.03485, 0.17468, -1.56921], [1.37635, 0.61060, 1.08492], [-0.22849, 1.15535, 1.80000], [0.62713, -0.26751, 2.35177], [-2.80916, -0.64607, 0.81619], [-1.83871, -0.18986, 2.30315], [-1.93693, -1.83426, 1.71697], [-0.42758, -2.50793, -0.44124], [1.31796, -1.92312, -0.07685], [0.15944, -2.61446, 1.30633], [0.48630, 0.46290, -4.57657]], "forces_ev_per_angstrom": [[-0.86, -1.55, -0.13], [-3.10, 0.77, 1.96], [-0.55, -0.86, 0.16], [1.57, 0.39, -2.05], [-0.40, 3.27, 1.28], [1.09, -2.17, -2.35], [-0.43, -0.78, -0.49], [0.37, 0.80, -0.39], [-0.68, -0.68, -0.88], [0.22, 0.29, 0.33], [2.47, 1.49, -1.20], [1.27, 1.54, -0.67], [1.78, -1.07, -1.07], [-0.75, 0.09, -0.03], [-1.64, -0.23, 0.24], [-0.09, 0.95, 0.43], [0.38, -0.78, 2.16], [1.29, -0.09, 0.23], [-0.46, -1.00, -1.23], [-0.10, -2.31, 0.73], [1.12, 1.16, 1.75], [-2.71, 0.32, 1.47], [0.31, 0.82, -0.93], [-0.10, -0.38, 0.66]], "nbo_charge": [0.207, -0.124, 0.006, -0.612, -0.618, -0.636, -0.304, -0.608, -0.930, -0.506, 1.136, 0.204, 0.201, 0.207, 0.227, 0.216, 0.217, 0.237, 0.211, 0.217, 0.254, 0.217, 0.220, 0.361], "total_energy_ha": -877.7652, "relative_energy_kcal_mol": 122.6, "gap_ev": [7.63, 7.58], "homo_ev": [-7.92, -7.89]}

Entry 3:
{"formula": "C7H13NO4", "method": "ωB97M-V/def2-TZVPD", "symbols": ["C", "C", "O", "N", "O", "O", "C", "C", "C", "C", "C", "O", "H", "H", "H", "H", "H", "H", "H", "H", "H", "H", "H", "H", "H"], "coordinates": [[-2.10539, 0.40014, -1.24149], [-0.67676, -0.08111, -0.82868], [-0.11756, -1.14307, -1.75567], [0.01142, -0.72492, -3.10065], [0.25232, -1.62576, -3.81155], [-0.06981, 0.43333, -3.28851], [0.17098, 1.14831, -0.57146], [1.55115, 0.76831, -0.39305], [1.68389, -0.16932, 0.78533], [0.66224, -1.38137, 0.71363], [-0.74558, -0.87979, 0.44094], [-1.36310, -0.08102, 1.43869], [-2.78232, -0.29919, -1.75350], [-1.84641, 1.25017, -1.84977], [-2.57780, 0.76611, -0.32065], [-0.32397, 1.56391, 0.43089], [0.15035, 1.73300, -1.48096], [2.09577, 1.73463, -0.19423], [1.92881, 0.39788, -1.36244], [2.69793, -0.48700, 1.10180], [1.39544, 0.44645, 1.69713], [0.95980, -2.16356, 0.10014], [0.63967, -1.77676, 1.83899], [-1.50881, -1.68669, 0.24107], [-0.88829, 0.68585, 1.83775]], "forces_ev_per_angstrom": [[1.05, 0.04, 0.24], [-2.01, -0.47, -0.90], [-0.61, 1.50, 0.12], [0.19, -1.01, 2.54], [0.21, -1.00, -1.45], [-0.20, 1.79, -1.09], [-2.27, -0.05, 0.47], [3.04, 0.94, 0.52], [-0.58, -0.35, 1.48], [0.22, 1.51, 5.29], [-0.54, -0.57, -0.35], [-0.14, 0.11, 1.27], [0.54, 0.02, 0.17], [-0.85, 0.36, -0.57], [0.05, -0.17, -0.34], [1.22, 0.00, -2.70], [-0.65, 0.98, 0.46], [0.00, -1.01, -0.14], [0.12, -0.17, 0.53], [-0.43, -0.09, -0.82], [0.03, -0.59, -0.88], [0.48, -1.24, -1.25], [0.08, 0.39, -2.34], [1.02, 0.45, 0.56], [0.05, -1.37, -0.80]], "nbo_charge": [-0.660, 0.288, -0.404, 0.751, -0.328, -0.370, -0.456, -0.420, -0.401, -0.425, 0.065, -0.735, 0.226, 0.218, 0.244, 0.205, 0.245, 0.213, 0.209, 0.228, 0.182, 0.231, 0.211, 0.204, 0.480], "total_energy_ha": -630.0614, "smiles": "C[C@@]1(O[N+](=O)[O-])CCCC[C@H]1O", "relative_energy_kcal_mol": 111.1, "gap_ev": 11.01, "homo_ev": -10.41}

Entry 4:
{"formula": "C7H13NO4S2", "method": "ωB97M-V/def2-TZVPD", "symbols": ["C", "C", "C", "C", "C", "C", "C", "N", "O", "O", "O", "O", "S", "S", "H", "H", "H", "H", "H", "H", "H", "H", "H", "H", "H", "H", "H"], "coordinates": [[-0.26538, 1.57808, 0.33650], [-2.16764, 0.05189, -0.25940], [0.43750, 0.38932, 0.90139], [1.06307, 0.51548, 2.25539], [3.82347, -0.22252, -0.37412], [-4.35648, -0.73296, -0.91103], [2.46557, -0.12372, -1.08170], [-1.53939, 1.30416, -0.08366], [0.19291, 2.69398, 0.40358], [0.14553, -1.06529, -1.32482], [1.32852, -2.12316, 0.47884], [-3.53273, 0.29403, -0.30515], [-1.71061, -0.96647, 1.22260], [1.06560, -0.89856, -0.23723], [-1.74424, -0.45996, -1.06447], [0.11149, 0.65986, 2.77641], [1.67787, 1.41735, 2.31508], [1.43317, -0.52486, 2.42623], [3.79068, -1.22768, 0.13435], [4.74312, -0.43332, -1.01326], [3.89692, 0.58020, 0.36855], [-4.09643, -1.07303, -1.98146], [-5.38824, -0.24990, -0.63157], [-4.29734, -1.66568, -0.16179], [2.52915, -0.71483, -2.07024], [2.27175, 0.93571, -1.39003], [-1.87787, 2.06186, -0.72898]], "forces_ev_per_angstrom": [[-1.53, -0.90, 0.26], [-0.59, -0.45, 1.99], [-1.58, -2.61, 0.03], [-1.34, -1.16, -1.06], [0.14, -2.17, 0.48], [-0.96, -0.85, 2.90], [1.67, -0.24, -1.95], [0.38, 3.20, -1.71], [0.58, 0.24, -0.29], [-0.40, 0.53, -0.57], [1.07, 1.19, 0.34], [0.14, -0.21, -1.19], [2.40, 1.55, -0.43], [-0.66, -0.21, -0.62], [-0.11, -0.86, -1.62], [0.63, 0.18, 0.99], [0.30, -0.47, 0.18], [0.40, 1.25, 0.66], [0.02, 1.03, 0.18], [-1.34, 1.24, 0.42], [0.60, -0.30, -0.25], [-0.54, 0.99, 1.63], [1.62, -1.32, -1.60], [-0.07, 1.59, -1.91], [-0.44, 0.73, 1.55], [-0.50, -0.92, 0.51], [0.13, -1.00, 1.06]], "nbo_charge": [0.579, 0.142, -0.166, -0.720, -0.648, -0.288, -0.680, -0.617, -0.575, -0.973, -0.907, -0.536, 0.019, 2.146, 0.208, 0.263, 0.258, 0.259, 0.233, 0.241, 0.218, 0.203, 0.222, 0.181, 0.267, 0.257, 0.415], "total_energy_ha": -1426.4680, "relative_energy_kcal_mol": 0.0, "gap_ev": 7.40, "homo_ev": -9.10}

Entry 5:
{"formula": "C7H13NS", "method": "ωB97M-V/def2-TZVPD", "symbols": ["C", "C", "C", "C", "C", "C", "C", "N", "S", "H", "H", "H", "H", "H", "H", "H", "H", "H", "H", "H", "H", "H"], "coordinates": [[1.06751, 1.82276, -0.46038], [0.78425, 0.55247, -0.05823], [-1.83027, 1.46393, 0.27539], [2.37900, 2.34314, -0.18621], [-0.88684, -1.82522, 1.32884], [-0.38293, -2.18934, -1.07058], [-1.05789, -1.22048, -0.15180], [-0.52415, 0.14732, -0.32979], [-3.38548, 1.40892, 0.00168], [0.29275, 2.37521, -0.87125], [1.49980, 0.02679, 0.48246], [-1.11721, 2.20230, 0.46428], [2.75013, 1.90798, 0.81142], [3.11525, 2.02990, -1.01138], [2.41960, 3.44095, -0.10086], [0.06705, -1.50124, 1.69149], [-1.74959, -1.55732, 2.02646], [-0.79783, -2.89525, 1.28217], [-0.55943, -2.14617, -2.17538], [-0.67267, -3.13502, -0.61145], [0.71564, -2.12129, -1.14344], [-2.12670, -1.13036, -0.19348]], "forces_ev_per_angstrom": [[0.14, -2.99, 1.42], [-2.79, 2.80, -1.70], [1.06, -3.62, -2.14], [3.08, 0.39, 0.68], [-0.98, 1.11, -0.44], [0.33, -0.73, -1.61], [1.27, 0.99, 2.31], [-3.18, 0.95, 1.43], [0.96, -0.18, 0.37], [-0.97, 1.04, -1.28], [0.96, -1.44, 0.86], [0.86, 1.34, 0.81], [-0.18, 0.73, -1.51], [-0.80, 0.58, 1.17], [0.05, -0.39, -0.05], [0.45, 0.44, 0.68], [1.32, -0.12, -0.90], [-0.32, -0.54, 0.03], [-0.88, 0.06, 0.95], [0.36, -0.47, -1.01], [-0.19, 0.13, 1.05], [-0.54, -0.08, -1.09]], "nbo_charge": [-0.238, -0.038, -0.129, -0.642, -0.624, -0.626, -0.062, -0.457, 0.144, 0.196, 0.188, 0.174, 0.210, 0.216, 0.218, 0.200, 0.211, 0.201, 0.222, 0.211, 0.215, 0.210], "total_energy_ha": -727.2990, "relative_energy_kcal_mol": 100.5, "gap_ev": [6.98, 6.98], "homo_ev": [-7.48, -7.48]}

Entry 6:
{"formula": "C7H13NSi", "method": "ωB97M-V/def2-TZVPD", "symbols": ["C", "C", "C", "C", "C", "C", "C", "N", "Si", "H", "H", "H", "H", "H", "H", "H", "H", "H", "H", "H", "H", "H"], "coordinates": [[-0.64346, 1.26551, 2.43041], [-0.02843, 1.18746, -1.53919], [-0.53175, -0.24239, -1.69047], [1.19339, 1.21282, -0.62923], [-0.89783, -0.81486, -0.32561], [0.88109, 0.62511, 0.75266], [0.29190, -0.80843, 0.63487], [0.07947, 1.57631, 1.47962], [-0.23248, -1.54746, 2.30719], [-1.21544, 1.95270, 3.02186], [0.23076, 1.60077, -2.51632], [-0.81395, 1.80939, -1.10475], [-1.40123, -0.26904, -2.35182], [0.25242, -0.85642, -2.14378], [2.00122, 0.63661, -1.08736], [1.53960, 2.23961, -0.49801], [-1.70715, -0.22379, 0.10880], [-1.26366, -1.83781, -0.44896], [1.83095, 0.55447, 1.30402], [1.10037, -1.39931, 0.19349], [0.85209, -2.08747, 3.11889], [-1.42561, -2.38112, 2.24542]], "forces_ev_per_angstrom": [[0.77, -2.75, -0.59], [0.21, -0.17, -0.10], [-0.17, 0.21, 0.06], [-0.11, 0.00, 0.04], [-0.03, -0.27, -0.20], [0.85, -0.34, -0.31], [-0.13, -0.19, 0.36], [-0.69, 0.41, 0.64], [-0.15, 3.32, -0.60], [-0.27, 0.24, 0.39], [-0.05, 0.08, 0.03], [-0.05, 0.07, -0.03], [0.03, -0.06, -0.02], [-0.02, -0.04, -0.06], [0.04, -0.01, -0.01], [0.08, -0.06, 0.05], [-0.12, -0.01, 0.00], [-0.09, 0.04, 0.05], [-0.12, 0.06, -0.05], [0.07, -0.10, 0.05], [0.16, -0.17, 0.25], [-0.21, -0.25, 0.04]], "nbo_charge": [0.028, -0.403, -0.392, -0.395, -0.411, -0.075, -0.671, -0.457, 0.845, 0.176, 0.208, 0.205, 0.208, 0.190, 0.197, 0.220, 0.207, 0.208, 0.209, 0.239, -0.171, -0.167], "total_energy_ha": -618.6628, "relative_energy_kcal_mol": 94.6, "gap_ev": [7.52, 7.52], "homo_ev": [-7.40, -7.39]}